(1)
This record from the OMol25 dataset describes one molecule with the formula C5H8N2S in a non-equilibrium geometry. The level of theory is ωB97M-V with the def2-TZVPD basis set.

Last column: Mulliken charge in e.
Positions of all 16 atoms, in Å:
C  0.13  1.83  0.77  -0.71
C  -0.97  1.38  0.16  -0.01
C  -1.21  -0.07  0.02  -0.03
S  -2.58  -0.63  -0.63  -0.21
C  -0.08  -1.01  0.31  0.51
N  -0.25  -1.73  1.47  -0.44
N  1.00  -1.16  -0.39  -0.58
C  1.15  -0.38  -1.60  -0.72
H  0.33  2.91  0.94  0.28
H  0.86  1.10  1.18  0.27
H  -1.77  2.03  -0.32  0.30
H  0.56  -2.22  1.85  0.27
H  -0.96  -1.43  2.11  0.21
H  1.37  -1.09  -2.41  0.31
H  0.30  0.23  -1.94  0.30
H  2.10  0.26  -1.52  0.24

Results
Orbital gap, eV: 7.90
SMILES: C=CC(=S)/C(N)=N\C



(2)
This record from the OMol25 dataset describes C55H43OP2RhS as an isolated structure. The level of theory is ωB97M-V with the def2-TZVPD basis set.

Last column: Mulliken charge in e.
Positions of all 103 atoms, in Å:
Rh  -0.82  0.43  0.21  0.19
O  0.37  0.64  3.03  -0.93
S  0.48  -0.15  1.79  2.30
C  2.16  0.11  1.20  -0.76
C  3.09  -0.91  1.14  0.36
C  4.48  -0.67  1.03  -1.31
C  4.92  0.62  1.11  0.12
C  6.31  1.21  1.20  -0.77
C  6.08  2.75  1.29  -0.70
C  4.59  2.93  1.25  0.45
C  3.80  4.04  1.32  -1.28
C  2.41  3.88  1.13  -0.21
C  1.80  2.66  0.95  -0.43
P  0.15  2.56  0.21  1.99
C  -0.87  3.76  1.09  0.54
C  -1.56  4.78  0.42  -0.53
C  -2.37  5.64  1.14  -0.77
C  -2.51  5.49  2.51  -0.59
C  -1.82  4.48  3.18  -0.83
C  -1.01  3.61  2.47  -0.56
C  0.33  3.20  -1.48  0.58
C  1.30  4.12  -1.88  -0.41
C  1.33  4.60  -3.18  -0.72
C  0.38  4.17  -4.11  -0.73
C  -0.59  3.26  -3.72  -0.62
C  -0.61  2.78  -2.42  -0.57
C  2.59  1.47  1.07  -1.18
C  3.97  1.66  1.13  0.78
C  0.52  -1.87  2.28  -1.01
C  1.38  -2.08  3.34  -0.22
C  1.66  -3.35  3.87  -1.39
C  1.05  -4.43  3.29  0.52
C  1.12  -5.90  3.62  -0.88
C  0.13  -6.57  2.64  -0.71
C  -0.49  -5.43  1.87  -0.19
C  -1.52  -5.42  0.98  -1.42
C  -1.94  -4.17  0.49  -0.04
C  -1.32  -2.98  0.80  0.39
P  -2.08  -1.43  0.34  1.30
C  -2.64  -1.40  -1.38  0.65
C  -2.47  -2.38  -2.35  -0.82
C  -2.92  -2.17  -3.64  -0.85
C  -3.52  -0.96  -3.99  -0.61
C  -3.65  0.05  -3.05  -0.88
C  -3.21  -0.17  -1.74  -0.82
C  -3.56  -1.25  1.35  0.80
C  -4.80  -1.72  0.93  -0.32
C  -5.90  -1.61  1.77  -0.76
C  -5.76  -1.03  3.03  -0.54
C  -4.52  -0.56  3.45  -0.83
C  -3.42  -0.66  2.61  -0.32
C  -0.23  -2.96  1.72  -1.60
C  0.12  -4.22  2.25  1.73
H  2.76  -1.93  1.23  0.67
H  5.16  -1.51  0.99  0.55
H  6.91  0.94  0.33  0.32
H  6.83  0.83  2.07  0.29
H  6.56  3.28  0.47  0.30
H  6.50  3.16  2.21  0.33
H  4.21  5.03  1.47  0.48
H  1.79  4.78  1.09  0.73
H  -1.45  4.90  -0.65  0.44
H  -2.90  6.43  0.63  0.46
H  -3.14  6.17  3.07  0.42
H  -1.93  4.37  4.25  0.48
H  -0.48  2.82  2.98  0.48
H  2.05  4.47  -1.18  0.41
H  2.09  5.31  -3.48  0.47
H  0.40  4.55  -5.12  0.42
H  -1.35  2.94  -4.43  0.53
H  -1.39  2.08  -2.12  0.30
H  1.87  -1.22  3.78  0.75
H  2.33  -3.44  4.71  0.51
H  0.84  -6.07  4.66  0.34
H  2.14  -6.27  3.50  0.34
H  -0.63  -7.16  3.16  0.35
H  0.64  -7.25  1.96  0.32
H  -2.05  -6.32  0.69  0.49
H  -2.83  -4.14  -0.14  0.67
H  -2.01  -3.33  -2.09  0.57
H  -2.83  -2.95  -4.38  0.48
H  -3.89  -0.81  -5.00  0.49
H  -4.11  0.99  -3.31  0.50
H  -3.40  0.59  -0.99  0.72
H  -4.92  -2.17  -0.05  0.42
H  -6.87  -1.97  1.44  0.44
H  -6.62  -0.95  3.68  0.41
H  -4.42  -0.11  4.42  0.47
H  -2.46  -0.27  2.94  0.27
C  1.07  -0.78  -2.07  1.53
C  1.13  -0.94  -3.42  0.12
C  2.32  -1.42  -4.05  -0.58
C  2.36  -1.55  -5.41  -0.78
C  1.23  -1.20  -6.16  -0.33
C  0.05  -0.73  -5.58  -1.25
C  -0.01  -0.59  -4.22  0.61
H  0.18  -0.39  -1.55  -1.26
H  1.92  -1.01  -1.43  0.11
H  3.17  -1.68  -3.44  0.53
H  3.25  -1.91  -5.91  0.44
H  1.27  -1.30  -7.24  0.45
H  -0.80  -0.47  -6.20  0.54
H  -0.90  -0.23  -3.72  0.65

Results
Orbital gap, eV: 4.68
Charge: +2



(3)
This record from the OMol25 dataset describes a 12-piece molecular cluster, CH23O14 overall in a non-equilibrium geometry. The level of theory is ωB97M-V with the def2-TZVPD basis set.

Last column: Mulliken charge in e.
Positions of all 38 atoms, in Å:
C  0.01  0.20  0.19  0.20
O  -0.88  -0.16  -0.66  -1.22
O  -0.24  1.39  0.75  -0.14
O  1.09  -0.38  0.22  0.10
H  -1.11  1.65  0.48  0.21
O  -3.20  0.87  -1.94  -0.67
H  -2.36  0.59  -1.51  0.49
H  -3.62  1.72  -1.51  0.27
O  -0.56  -1.70  2.77  -0.55
H  -1.24  -1.29  2.38  0.30
H  -0.26  -0.79  3.03  0.31
O  -2.63  -1.57  0.57  -0.72
H  -2.33  -2.35  0.32  0.34
H  -1.85  -1.13  0.22  0.30
O  -0.35  0.85  -3.20  -0.68
H  -0.60  0.52  -2.28  0.49
H  0.39  1.47  -3.00  0.30
O  -0.84  -2.96  -2.42  -0.72
H  -1.78  -2.86  -2.57  0.28
H  -0.71  -2.62  -1.49  0.45
O  -0.05  -2.51  0.15  -0.56
H  0.69  -3.03  0.29  0.33
H  0.39  -1.76  0.19  0.19
O  1.03  3.41  1.91  -0.57
H  1.86  3.62  2.12  0.26
H  1.05  2.46  1.91  0.33
O  -2.84  3.18  -0.06  -0.62
H  -2.22  3.73  0.47  0.28
H  -3.62  3.34  0.48  0.31
O  3.07  -0.93  -1.72  -0.68
H  2.76  -1.77  -2.12  0.33
H  2.36  -0.77  -1.24  0.25
O  3.32  1.52  0.94  -0.68
H  4.27  1.23  0.65  0.28
H  2.52  1.07  0.53  0.29
O  2.86  -1.77  1.69  -0.71
H  2.19  -1.40  1.27  0.35
H  3.43  -1.07  2.19  0.29

Results
Orbital gap, eV: 9.55
Charge: -1



(4)
This record from the OMol25 dataset describes one molecule with the formula C5H11N3O in a non-equilibrium geometry. The level of theory is ωB97M-V with the def2-TZVPD basis set.

Last column: Mulliken charge in e.
Positions of all 20 atoms, in Å:
C  1.45  1.19  -1.56  -0.74
N  0.30  0.82  -0.62  -0.05
C  -0.56  -0.26  -1.23  -0.35
C  -0.81  -1.44  -0.21  -0.67
N  -1.24  -0.88  1.09  0.65
N  -2.46  -0.71  1.47  -0.38
O  -2.58  0.10  2.47  -0.49
C  -0.21  0.11  1.65  -0.67
C  1.00  0.42  0.58  -0.54
H  2.39  0.44  -1.21  0.24
H  1.36  1.26  -2.70  0.32
H  1.60  2.32  -1.33  0.28
H  -1.45  0.17  -1.90  0.28
H  0.08  -0.97  -1.94  0.26
H  -1.70  -2.29  -0.44  0.31
H  0.14  -2.12  0.01  0.28
H  -0.68  1.10  1.97  0.36
H  0.22  -0.46  2.54  0.29
H  1.27  1.56  0.96  0.28
H  1.87  -0.36  0.40  0.33

Results
Orbital gap, eV: 9.77
SMILES: CN1CCN(N=O)CC1



(5)
This record from the OMol25 dataset describes one molecule with the formula C7H10. The level of theory is ωB97M-V with the def2-TZVPD basis set.

Last column: Mulliken charge in e.
Positions of all 17 atoms, in Å:
C  -2.29  1.90  -0.07  0.12
C  -1.31  1.42  -0.57  -0.41
C  -0.17  0.81  -1.28  -1.05
C  1.01  0.35  -0.43  0.04
C  1.43  -1.10  -0.47  -0.84
C  0.89  -0.52  0.80  0.29
C  -0.44  -0.96  1.38  -1.44
H  -3.16  2.34  0.37  0.41
H  -0.56  -0.03  -1.87  0.28
H  0.20  1.54  -2.01  0.38
H  1.81  1.08  -0.38  0.36
H  2.49  -1.34  -0.54  0.29
H  0.78  -1.77  -1.02  0.25
H  1.64  -0.30  1.56  0.34
H  -0.31  -1.88  1.97  0.37
H  -0.85  -0.19  2.04  0.31
H  -1.18  -1.16  0.61  0.32

Results
Orbital gap, eV: 10.87
SMILES: C#CC[C@@H]1C[C@@H]1C



(6)
This record from the OMol25 dataset describes one molecule with the formula C5H6OS in a non-equilibrium geometry. The level of theory is ωB97M-V with the def2-TZVPD basis set.

Last column: Mulliken charge in e.
Positions of all 13 atoms, in Å:
C  -0.65  1.56  0.02  -0.24
C  -1.64  0.70  -0.30  -0.21
O  -1.75  -0.63  -0.05  -0.36
C  -0.74  -1.48  0.24  -0.13
C  0.56  -1.42  0.08  -0.24
S  1.61  -0.10  -0.27  -0.12
C  0.76  1.35  0.43  -0.59
H  -1.02  2.58  -0.08  0.29
H  -2.65  1.07  -0.51  0.32
H  -1.13  -2.37  0.70  0.32
H  1.10  -2.39  0.12  0.27
H  1.36  2.24  0.25  0.37
H  0.80  1.26  1.53  0.32

Results
Orbital gap, eV: 8.79
SMILES: C1=COC=CSC1



In kcal/mol, the ΔE to the lowest compared entry with this formula, charge and spin values for the records above are, in order, 42.0, 30.6, 117.1, 153.7, 59.3, 39.9.
In eV, the HOMO level values for the records above are, in order, -8.83, -12.40, -7.13, -9.04, -9.75, -7.96.
In hartree, the lowest unoccupied orbital energy values for the records above are, in order, -0.0341, -0.2838, 0.0890, 0.0269, 0.0412, 0.0306.